Entry from OMol25: a molecular structure, C44H48IrN5O2P2S2 at a distorted geometry (the ωB97M-V functional and the def2-TZVPD basis).

CARTESIAN COORDINATES (ANGSTROEM)
Ir1 -0.01884 0.03089 -0.27136
S1 2.36363 -1.20599 0.46501
S2 3.24828 0.41261 -1.86358
P1 -0.57789 1.76401 -2.00183
P2 -2.82654 -0.33356 -0.13411
O1 0.90385 1.15875 1.42452
O2 1.76179 0.68451 -1.78682
N1 -0.01865 -3.34224 2.43451
N2 1.85369 0.74544 2.21109
N3 -0.38578 -1.27650 2.33451
N4 -0.14977 -2.22032 3.13539
N5 -0.40589 -1.72492 1.08263
C1 3.90983 0.02304 3.91315
C2 3.88352 3.46021 0.74596
C3 3.30078 2.63780 -0.20209
C4 -0.98351 3.20592 0.23932
C5 0.78121 -6.19814 1.16291
C6 3.10043 1.12656 4.19394
C7 0.52479 5.42906 -0.38447
C8 1.14528 1.30705 -6.23936
C9 -4.31954 0.22379 0.78145
C10 3.81075 1.41612 -3.28211
C11 -0.30820 3.25359 -0.98210
C12 -3.49288 1.59917 -2.01042
C13 -3.28665 -4.07779 1.37475
C14 5.12021 3.13292 1.28030
C15 -0.92313 4.26264 1.12526
C16 0.87845 2.74602 -4.32401
C17 -5.49717 -0.51804 0.66619
C18 -2.98008 -2.14504 -0.03025
C19 1.32199 2.53395 -5.62159
C20 -3.42989 0.07965 -1.83536
C21 3.65717 -0.70792 2.78126
C22 -0.16704 5.38151 0.81298
C23 0.25862 1.71759 -3.62865
C24 2.07940 1.44747 3.33870
C25 0.10702 0.47563 -4.25064
C26 -4.34333 1.43750 1.45503
C27 0.53887 0.26882 -5.54381
C28 1.27604 -5.50344 2.43155
C29 5.77747 1.98028 0.87537
C30 -3.31763 -2.70690 1.20215
C31 2.62633 -0.33590 1.91012
C32 -2.91253 -4.89781 0.31976
C33 3.97108 1.49852 -0.60755
C34 -2.60495 -4.34753 -0.91487
C35 -6.67847 -0.02575 1.18572
C36 -2.61287 -2.97397 -1.08636
C37 5.20138 1.15346 -0.07348
C38 2.58076 -4.75103 2.18465
C39 -6.70451 1.19974 1.83322
C40 0.21151 -4.60452 3.08468
C41 -0.17550 -3.02488 1.14426
C42 0.46294 4.37063 -1.27756
C43 -2.26161 2.12555 -2.72999
C44 -5.53129 1.92251 1.97653
H1 -0.22392 -6.58736 1.30461
H2 -3.59017 -2.05980 2.02504
H3 0.78807 -5.53833 0.29978
H4 6.74099 1.72887 1.29000
H5 0.50978 -4.35521 4.10493
H6 1.00855 3.72538 -3.89448
H7 1.43408 -7.03399 0.92947
H8 -7.63480 1.58490 2.21981
H9 -7.58692 -0.59809 1.07576
H10 4.71363 -0.25133 4.57531
H11 -0.35753 -0.32845 -3.68968
H12 1.02552 4.43564 -2.19307
H13 -1.46137 4.22144 2.05982
H14 4.24018 -1.57832 2.52934
H15 1.40114 2.27042 3.50789
H16 -3.54273 -4.50649 2.33305
H17 -3.62666 2.09300 -1.04529
H18 3.49967 2.44692 -3.15810
H19 2.44602 -3.93659 1.47414
H20 3.26027 1.72161 5.07748
H21 -3.43302 2.00571 1.58125
H22 1.47438 1.15390 -7.25402
H23 2.33349 2.86822 -0.62185
H24 1.80484 3.33869 -6.15481
H25 -4.41521 -0.37929 -1.95329
H26 -0.11186 6.21071 1.50145
H27 5.58832 3.78793 1.99654
H28 -5.54445 2.87025 2.49151
H29 -2.86939 -5.96623 0.45698
H30 1.11522 6.29532 -0.63999
H31 3.38445 1.00299 -4.19011
H32 3.37249 4.35577 1.06039
H33 -0.74153 -5.14103 3.12471
H34 4.89292 1.34014 -3.30691
H35 -2.32923 -2.54372 -2.03539
H36 1.47058 -6.28665 3.17113
H37 -4.36087 1.85760 -2.61784
H38 3.31660 -5.43216 1.76888
H39 -2.31811 3.21201 -2.84158
H40 0.39702 -0.69208 -6.01328
H41 -1.54733 2.31438 0.49124
H42 -2.24003 1.68782 -3.73244
H43 2.98216 -4.34747 3.11175
H44 -2.33894 -4.99681 -1.73556
H45 5.70431 0.25907 -0.41159
H46 -5.49349 -1.48134 0.17556
H47 -2.75737 -0.34933 -2.58107
H48 -0.12271 -3.68937 0.30806

Its charge is +2. The electronic energy comes out at -3712.4682 hartree. The largest force on an atom comes out at 1.67 eV Å⁻¹. The HOMO energy (alpha / beta) comes out at -12.16 / -13.24 eV. As for the spin multiplicity: 5.


Entry from OMol25: 2 unconnected molecules or ions with the total composition C6H7BClF2O7 at a distorted geometry (the ωB97M-V functional and the def2-TZVPD basis).

CARTESIAN COORDINATES (ANGSTROEM)
Cl1 -2.87237 -0.82333 1.61019
F1 -0.65353 -4.36782 -1.98831
F2 1.63437 -4.48226 -1.32436
O1 0.85529 2.72974 2.07055
O2 1.68664 0.57594 2.75321
O3 0.56142 -0.23843 -1.17616
O4 2.61173 1.35385 0.67706
O5 1.30762 -0.93043 -3.86615
O6 0.98642 -3.04458 -3.12710
O7 0.37824 -2.48052 -0.93449
C1 -2.13203 0.61875 0.64847
C2 1.01020 -1.71315 -2.97833
C3 -0.38584 2.68560 1.23075
C4 1.70283 1.55519 1.81573
C5 -1.48739 1.61979 1.82037
C6 0.63727 -1.36721 -1.63377
B1 0.58357 -3.61753 -1.83825
H1 -1.29833 0.23357 -0.10497
H2 2.10310 1.26301 -0.18911
H3 -0.13255 2.47140 0.09181
H4 -0.86696 3.77128 1.35404
H5 -2.98382 1.14094 0.02600
H6 -0.90290 0.91535 2.58667
H7 -2.34298 2.13086 2.47616

Its charge is -1. The electronic energy comes out at -1444.5088 hartree. The largest force on an atom comes out at 9.06 eV Å⁻¹. The HOMO energy comes out at -7.48 eV. As for the spin multiplicity: 1.


Entry from OMol25: 10 unconnected molecules or ions with the total composition C29H43N9O10S at a distorted geometry (the ωB97M-V functional and the def2-TZVPD basis).

CARTESIAN COORDINATES (ANGSTROEM)
S1 0.76443 1.21909 0.64895
O1 -2.14141 5.96564 3.99851
O2 -2.33738 -1.29273 3.79513
O3 2.17842 1.28478 0.93621
O4 -3.75983 -1.57151 -0.48580
O5 -0.01690 2.42571 0.54337
O6 -2.70652 -2.45677 -2.17724
O7 -1.07327 7.39295 2.73855
O8 0.38223 0.25154 -0.61015
O9 -0.02091 0.20913 1.77554
O10 -3.52487 -3.02579 3.35509
N1 -3.08814 -2.19169 4.14478
N2 1.21792 -0.61716 -5.82912
N3 -1.62708 -6.55809 -0.22163
N4 3.96939 0.08197 -3.53122
N5 -3.96696 3.14632 3.51182
N6 4.54275 3.39343 0.82593
N7 -1.60741 6.33260 2.92066
N8 3.05416 -2.39909 1.02811
N9 -3.71853 -2.05602 -1.60965
C1 -5.11665 3.73091 3.05807
C2 5.00239 4.94545 -0.74465
C3 -0.67594 -0.60292 -0.31392
C4 4.36380 3.74762 -0.52171
C5 5.42289 0.56023 -1.85099
C6 0.69963 -0.67000 -4.57087
C7 1.17725 1.51461 -5.01679
C8 1.40184 -3.79220 0.63844
C9 -3.51146 -2.28401 5.54383
C10 5.28158 -0.22144 -3.89653
C11 -2.27827 -4.65084 0.73452
C12 -1.03086 -0.52720 1.18863
C13 -1.81032 -6.85757 1.11796
C14 -1.91802 -5.22836 -0.44308
C15 -2.20120 -5.64933 1.72103
C16 2.27512 -3.31882 1.60159
C17 5.68171 5.28095 0.37533
C18 -5.00863 -2.17692 -2.36872
C19 4.03094 0.52317 -2.24851
C20 -5.42502 3.25830 1.81489
C21 -1.47571 5.34429 1.79088
C22 -4.45276 2.35496 1.43113
C23 0.68211 0.63424 -4.05356
C24 1.56239 0.72010 -6.11087
C25 1.73883 -3.19023 -0.59932
C26 5.28058 4.39204 1.42032
C27 2.80870 -2.35189 -0.32593
C28 6.21514 0.05353 -2.87316
C29 -3.60281 2.28411 2.52577
H1 3.82879 -1.93743 1.48300
H2 -5.88764 -2.21098 -1.72506
H3 5.07695 5.46842 -1.68664
H4 4.15426 2.62949 1.36031
H5 1.85991 1.00921 -7.10802
H6 -1.79717 -4.79897 -1.42665
H7 1.36274 -1.41307 -6.43381
H8 -3.43103 3.25875 4.36049
H9 -4.92537 -3.12406 -2.90172
H10 1.27155 2.58924 -4.96496
H11 -1.51222 -0.39745 -0.98214
H12 -4.42959 -2.85924 5.42448
H13 -1.20960 -7.15603 -0.92039
H14 -1.37540 5.86725 0.83980
H15 3.18899 0.75981 -1.61485
H16 -2.54873 -5.54491 2.73824
H17 -2.75293 1.68979 2.82725
H18 -4.45416 1.76372 0.52733
H19 -2.54887 -3.63556 0.98427
H20 3.41281 -1.68105 -0.91875
H21 0.40696 0.91772 -3.04841
H22 3.75756 3.13215 -1.16983
H23 2.34953 -3.46691 2.66879
H24 -1.52166 -7.79995 1.55953
H25 6.26424 6.18628 0.46157
H26 1.30364 -3.38389 -1.56861
H27 5.82930 0.76427 -0.87140
H28 -2.84040 -2.96981 6.06100
H29 -0.58192 4.74497 1.96422
H30 3.12697 0.00227 -4.08265
H31 -2.00565 -0.06656 1.34890
H32 -6.36685 3.52503 1.35860
H33 7.26881 -0.17651 -2.93018
H34 0.50001 -1.63711 -4.13355
H35 -0.91858 -1.50216 1.66290
H36 0.64983 -4.53449 0.86183
H37 -2.37417 4.75467 1.60859
H38 -5.60285 4.48368 3.66085
H39 5.44582 4.41039 2.48744
H40 -5.07082 -1.38991 -3.12028
H41 -0.45568 -1.64513 -0.54494
H42 5.46281 -0.70263 -4.84627
H43 -3.54777 -1.28076 5.96842

Its charge is 0. Its SMILES is C[N+](=O)[O-].C[N+](=O)[O-].C[N+](=O)[O-].O=S1(=O)OCCO1.c1cc[nH]c1.c1cc[nH]c1.c1cc[nH]c1.c1cc[nH]c1.c1cc[nH]c1.c1cc[nH]c1. The electronic energy comes out at -2773.8042 hartree. The largest force on an atom comes out at 4.13 eV Å⁻¹. The HOMO energy comes out at -7.31 eV. As for the spin multiplicity: 1.